No. 1
# CH3ClFNS

A single CH3ClFNS molecule at a distorted geometry (wB97M-V/def2-TZVPD, the OMol25 dataset).

Structure (XYZ):
```
8
Properties=species:S:1:pos:R:3:forces:R:3:lowdin_charge:R:1
C 0.866443 0.476568 1.078297 0.067 0.367 -0.044 -0.4167
N 0.020161 -0.607439 -1.021421 1.189 0.679 -1.844 -0.3524
F 1.037211 -0.812355 1.234584 0.404 -0.321 0.928 -0.0084
S 0.018276 0.914721 -0.374638 0.950 -0.319 -2.074 0.6689
Cl -2.309563 0.789691 -0.147779 -1.418 0.089 0.513 -0.0409
H -0.653740 -1.238260 -0.635741 -0.413 -0.326 -0.419 0.0194
H 0.658011 1.142542 1.871424 0.099 0.006 1.418 0.0514
H 0.363201 -0.665468 -2.004727 -0.880 -0.174 1.521 0.0787
```
Positions in Å, forces in eV/Å.

Its spin multiplicity is 3. Its energy above the lowest of the compared OMol25 structures with the same formula, charge and spin is 74.7 kJ/mol. The calculation puts the max |F| at 2.3 eV/A. Its electronic energy is -1052.74417 Ha. For the HOMO energy (alpha / beta), the calculation gives -7.005 / -10.016 eV.

---

No. 2
# CH3ClFO3P

3 unconnected molecules or ions with the total composition CH3ClFO3P at a distorted geometry (wB97M-V/def2-TZVPD, the OMol25 dataset).

Structure (XYZ):
```
10
Properties=species:S:1:pos:R:3:forces:R:3:lowdin_charge:R:1
O -1.637360 -1.632982 2.846971 -0.389 -0.231 -0.575 -0.5574
P -1.855590 -0.742996 3.975851 0.121 0.036 0.061 0.4350
Cl -0.113983 -0.817941 5.031321 0.282 0.208 0.490 0.1261
C 0.726491 -0.625759 -3.395880 0.035 -0.136 0.138 -0.1494
O -0.350858 -1.022534 -3.713477 -0.746 -0.426 -0.871 -0.0028
H 1.606285 -0.671767 -4.077023 -0.175 0.138 0.331 0.0881
H 0.788785 -0.246516 -2.378618 0.898 0.422 0.412 0.0664
O 0.033728 1.532086 0.848040 -1.982 0.279 -3.415 -0.0397
F 1.100026 2.401173 0.988817 0.988 0.761 0.215 -0.1363
H -0.297523 1.827237 -0.126004 0.966 -1.052 3.214 0.1700
```
Positions in Å, forces in eV/Å.

Its spin multiplicity is 1. Its energy above the lowest of the compared OMol25 structures with the same formula, charge and spin is 22.5 kJ/mol. The calculation puts the max |F| at 4.0 eV/A. Its electronic energy is -1166.89139 Ha. As for the SMILES: O=PCl.C=O.OF. For the HOMO energy, the calculation gives -10.317 eV.

---

Please write out number 2 again, unchanged.
# CH3ClFO3P

3 unconnected molecules or ions with the total composition CH3ClFO3P at a distorted geometry (wB97M-V/def2-TZVPD, the OMol25 dataset).

Structure (XYZ):
```
10
Properties=species:S:1:pos:R:3:forces:R:3:lowdin_charge:R:1
O -1.637360 -1.632982 2.846971 -0.389 -0.231 -0.575 -0.5574
P -1.855590 -0.742996 3.975851 0.121 0.036 0.061 0.4350
Cl -0.113983 -0.817941 5.031321 0.282 0.208 0.490 0.1261
C 0.726491 -0.625759 -3.395880 0.035 -0.136 0.138 -0.1494
O -0.350858 -1.022534 -3.713477 -0.746 -0.426 -0.871 -0.0028
H 1.606285 -0.671767 -4.077023 -0.175 0.138 0.331 0.0881
H 0.788785 -0.246516 -2.378618 0.898 0.422 0.412 0.0664
O 0.033728 1.532086 0.848040 -1.982 0.279 -3.415 -0.0397
F 1.100026 2.401173 0.988817 0.988 0.761 0.215 -0.1363
H -0.297523 1.827237 -0.126004 0.966 -1.052 3.214 0.1700
```
Positions in Å, forces in eV/Å.

Its spin multiplicity is 1. Its energy above the lowest of the compared OMol25 structures with the same formula, charge and spin is 22.5 kJ/mol. The calculation puts the max |F| at 4.0 eV/A. Its electronic energy is -1166.89139 Ha. As for the SMILES: O=PCl.C=O.OF. For the HOMO energy, the calculation gives -10.317 eV.

---

> Which of these has the lowest max |F|?

CH3ClFNS

---

> Among the records above, which one has the lowest max |F|?

CH3ClFNS

---

> Look up the electronic energy of the second one.

-1166.89139 Ha